17
Properties=species:S:1:pos:R:3:forces:R:3:mulliken_charge:R:1 method="wB97M-V/def2-TZVPD" e_tot_ha=-380.25268 smiles="NCC=O.NCO" gap_ev=10.094 de_lowest_kcal_mol=52.7 homo_ha=-0.347 lumo_ha=0.0235
O -1.543 3.257 -0.538 0.397 -0.080 0.142 -0.537
O -0.414 -4.065 0.153 1.266 0.854 0.276 -0.471
N 0.662 -0.819 0.599 -0.159 -0.563 -0.765 -0.643
N 0.426 1.904 -0.526 -1.210 1.308 0.477 -0.599
C 0.472 -3.333 0.567 -1.594 0.369 -0.938 0.002
C 0.960 -2.080 -0.141 -0.717 0.144 -1.069 -0.384
C -0.948 2.045 -0.003 -0.264 0.254 -0.936 -0.388
H -0.903 2.111 1.088 -0.063 -0.300 -0.116 0.352
H 0.931 -0.002 -0.003 -0.435 -0.977 0.800 0.381
H -0.359 -0.785 0.694 0.460 0.243 -0.009 0.247
H -1.564 1.208 -0.365 0.265 0.045 0.382 0.305
H -2.437 3.433 -0.204 0.426 -0.426 0.058 0.293
H 0.890 -3.465 1.534 0.615 -0.517 1.369 0.376
H 0.450 -2.153 -1.143 0.688 0.299 0.603 0.255
H 2.048 -2.138 -0.249 -0.133 -0.119 -0.141 0.335
H 0.932 2.605 0.018 0.362 -0.241 -0.369 0.229
H 0.399 2.278 -1.481 0.095 -0.293 0.236 0.248



17
Properties=species:S:1:pos:R:3:forces:R:3:mulliken_charge:R:1 method="wB97M-V/def2-TZVPD" e_tot_ha=-379.97314 gap_ev=4.100 de_lowest_kcal_mol=228.1 homo_ha=-0.335 lumo_ha=-0.1841
O -0.252 1.974 1.307 0.015 0.066 0.221 -0.650
O 0.692 -1.785 -1.362 0.416 -0.051 0.467 -0.675
N 0.121 0.023 2.520 -0.162 0.152 -0.084 -0.459
N -1.300 0.757 -0.730 3.285 0.074 2.132 -0.225
C -0.257 0.747 1.507 -1.121 0.541 0.068 0.511
C -0.291 0.616 -1.773 -1.682 -0.348 0.306 -0.619
C -1.012 -0.091 0.408 0.036 -0.533 -1.199 -0.157
H -1.170 1.702 -0.282 -1.139 0.241 -0.687 0.392
H -0.351 -0.915 0.115 -0.414 -0.142 -0.058 0.052
H 2.189 -0.642 0.544 0.040 -0.052 -0.010 -0.154
H 0.622 -2.741 -1.210 -0.238 0.035 -0.306 0.228
H 0.843 0.490 3.072 0.330 -0.143 -0.289 0.305
H -0.656 1.166 -2.643 0.542 0.004 0.038 0.311
H -1.941 -0.474 0.853 0.204 0.136 0.303 0.346
H 2.198 -1.278 0.927 -0.009 0.011 0.066 0.151
H -0.125 -0.514 -1.870 0.121 0.372 -0.671 0.374
H 0.690 0.964 -1.383 -0.226 -0.361 -0.298 0.270



17
Properties=species:S:1:pos:R:3:forces:R:3:mulliken_charge:R:1 method="wB97M-V/def2-TZVPD" e_tot_ha=-380.27873 smiles="CNC(=O)CN.O" gap_ev=10.266 de_lowest_kcal_mol=36.4 homo_ha=-0.352 lumo_ha=0.0253
O -1.958 1.631 -3.148 0.199 -0.415 0.336 -0.605
O 0.607 1.358 -0.328 -0.904 0.784 0.745 -0.597
N 2.427 -1.206 0.957 0.471 -0.343 0.125 -0.646
N -0.504 -0.233 1.019 -0.469 0.259 0.342 -0.225
C 1.490 -0.828 -0.124 1.266 1.656 0.474 -0.663
C 0.480 0.301 0.244 0.350 -2.467 -0.874 0.636
C -1.777 0.327 1.492 1.804 1.280 -0.402 -0.873
H -2.054 1.264 -4.021 -0.330 0.160 -0.862 0.314
H -1.747 0.382 2.585 -0.552 -0.306 -0.245 0.316
H 1.015 -1.738 -0.490 -0.081 0.195 -0.157 0.325
H 3.269 -1.467 0.448 -0.066 -0.602 0.244 0.250
H -1.766 1.351 1.123 -0.213 0.169 0.089 0.337
H -2.613 -0.156 1.021 -0.419 -0.476 0.285 0.294
H -1.494 0.895 -2.734 0.145 0.290 0.545 0.290
H -0.285 -1.161 1.337 0.008 -0.046 0.032 0.239
H 2.800 -0.416 1.477 -0.671 0.323 -0.030 0.244
H 2.109 -0.305 -0.859 -0.538 -0.459 -0.646 0.363



17
Properties=species:S:1:pos:R:3:forces:R:3:mulliken_charge:R:1 method="wB97M-V/def2-TZVPD" e_tot_ha=-380.26799 smiles="CC(=O)O.CNN" gap_ev=9.491 de_lowest_kcal_mol=43.1 homo_ha=-0.326 lumo_ha=0.0228
O 0.306 -1.897 -1.319 -1.107 0.416 0.034 -0.586
O -0.833 -0.058 -1.865 0.413 -0.022 -0.404 -0.444
N 0.535 0.944 1.226 0.335 -0.263 0.252 -0.268
N 1.430 -0.182 1.169 -0.250 -0.322 -0.213 -0.543
C 1.213 2.126 0.701 -0.263 0.030 0.018 -0.697
C -1.878 -1.524 -0.333 -0.384 -0.533 -0.266 -0.847
C -0.710 -1.232 -1.218 1.241 -0.376 0.190 0.666
H 1.096 -0.955 1.751 -0.032 0.663 -0.092 0.246
H 1.377 2.041 -0.378 0.228 0.125 -0.110 0.259
H -0.006 0.021 -2.387 -0.455 0.122 0.220 0.352
H -0.333 0.805 0.701 0.434 -0.098 0.046 0.189
H -1.926 -2.599 -0.142 0.141 0.227 0.082 0.305
H -2.806 -1.224 -0.825 0.136 0.137 0.184 0.313
H 0.589 3.007 0.880 -0.012 -0.135 -0.044 0.306
H 1.539 -0.575 0.227 -0.159 0.319 0.213 0.249
H -1.767 -0.990 0.613 -0.023 -0.005 -0.081 0.236
H 2.174 2.294 1.199 -0.245 -0.285 -0.028 0.264



17
Properties=species:S:1:pos:R:3:forces:R:3:mulliken_charge:R:1 method="wB97M-V/def2-TZVPD" e_tot_ha=-380.30166 smiles="NCCC(N)=O.O" gap_ev=10.262 de_lowest_kcal_mol=22.0 homo_ha=-0.347 lumo_ha=0.0299
O -5.025 -0.654 -3.231 0.065 0.363 -0.058 -0.639
O -1.125 -0.728 1.216 -0.695 0.119 0.457 -0.572
N 1.640 2.205 0.647 -0.022 -0.121 -0.313 -0.622
N 0.687 -2.107 1.151 0.203 0.503 0.841 -0.504
C 1.899 0.771 0.644 -0.074 -0.141 0.374 -0.223
C -0.002 -0.936 0.852 0.733 0.154 -0.919 0.548
C 0.770 0.006 -0.069 0.012 -0.422 0.083 -0.809
H 0.057 0.681 -0.532 -0.011 0.129 0.009 0.401
H 0.656 2.400 0.753 -0.072 0.027 0.205 0.206
H -4.816 0.176 -2.782 -0.041 -0.245 0.021 0.320
H 1.691 -1.968 1.136 -0.032 -0.221 -0.175 0.275
H 1.188 -0.621 -0.855 0.042 0.037 -0.180 0.293
H 2.846 0.588 0.146 0.139 0.037 -0.204 0.251
H -5.053 -0.403 -4.161 -0.024 -0.123 0.036 0.319
H 2.156 2.690 1.363 0.034 0.062 0.116 0.215
H 0.403 -2.448 2.064 -0.124 -0.324 -0.241 0.257
H 2.030 0.347 1.656 -0.134 0.165 -0.051 0.285



17
Properties=species:S:1:pos:R:3:forces:R:3:mulliken_charge:R:1 method="wB97M-V/def2-TZVPD" e_tot_ha=-380.12555 gap_ev=7.805 de_lowest_kcal_mol=132.5 homo_ha=-0.263 lumo_ha=0.0241
O 1.328 0.614 0.419 -0.906 1.806 -0.072 -0.516
O -0.701 1.688 -0.850 0.926 -0.729 0.489 -0.476
N 2.590 0.100 0.741 0.816 -0.929 -0.349 -0.473
N -1.757 -1.021 0.959 -0.229 0.072 -0.158 -0.544
C -0.371 0.451 -0.405 0.892 0.285 -0.872 1.217
C -0.915 0.155 0.918 1.241 -0.669 2.068 -0.943
C -0.187 -0.621 -1.436 -0.024 0.184 0.164 -1.312
H -1.160 -0.874 -1.866 0.009 0.022 0.059 0.325
H -0.131 1.919 -1.594 -0.088 -0.007 -0.166 0.387
H 3.005 -0.361 -0.068 0.050 0.082 -0.127 0.194
H -1.283 1.053 1.429 -0.242 -0.010 -0.424 0.313
H 0.161 -0.011 1.402 -2.293 0.077 -0.377 0.436
H -2.712 -0.771 0.731 -0.029 -0.221 0.182 0.210
H 0.466 -0.273 -2.237 0.042 -0.011 0.073 0.443
H -1.733 -1.450 1.876 -0.086 0.069 -0.138 0.227
H 3.177 0.910 0.942 -0.092 -0.009 -0.298 0.218
H 0.223 -1.507 -0.961 0.014 -0.012 -0.054 0.294



17
Properties=species:S:1:pos:R:3:forces:R:3:mulliken_charge:R:1 method="wB97M-V/def2-TZVPD" e_tot_ha=-380.14155 smiles="CON=O.CNC" gap_ev="7.806 / 7.807" de_lowest_kcal_mol=122.4 homo_ha="-0.296 / -0.296" lumo_ha="-0.0088 / -0.0088"
O -1.702 0.472 1.472 1.079 1.042 -2.311 -0.308
O -1.526 0.330 -0.805 0.225 1.080 0.721 -0.299
N 1.087 -0.274 0.047 -1.734 -0.472 -0.439 -0.248
N -1.125 0.940 0.548 -2.072 -1.214 1.204 0.263
C -2.693 -0.459 -0.836 -0.185 -0.245 0.894 -0.572
C 1.717 0.675 -0.841 -0.362 -0.368 0.086 -0.933
C 1.744 -0.458 1.316 -0.360 -0.109 -0.218 -0.938
H -3.081 -0.426 -1.853 0.125 -0.048 0.054 0.234
H 1.902 1.650 -0.369 -0.077 0.034 0.032 0.302
H 2.679 0.274 -1.168 0.115 0.094 -0.133 0.303
H 0.043 -0.451 -0.098 3.125 0.234 0.402 0.462
H 2.669 -1.018 1.159 0.077 -0.147 0.207 0.301
H 2.029 0.486 1.801 -0.141 0.115 -0.050 0.285
H -3.452 -0.073 -0.140 0.106 0.016 -0.181 0.253
H -2.466 -1.483 -0.519 -0.120 -0.005 -0.225 0.287
H 1.096 -1.005 2.001 0.117 -0.077 -0.009 0.327
H 1.081 0.818 -1.714 0.083 0.071 -0.033 0.282



18
Properties=species:S:1:pos:R:3:forces:R:3:mulliken_charge:R:1 method="wB97M-V/def2-TZVPD" e_tot_ha=-778.50286 smiles="NC(=O)[C@@H](N)CS.O" gap_ev=9.810 de_lowest_kcal_mol=14.3 homo_ha=-0.335 lumo_ha=0.0253
S 0.494 0.105 2.518 -0.144 -0.211 -0.068 -0.231
O -3.215 -0.315 0.835 0.018 -0.090 0.508 -0.683
O 1.254 -0.759 -2.175 -0.007 0.087 -0.109 -0.617
N -0.951 0.477 -0.986 -0.410 0.300 1.126 -0.575
N 2.685 0.327 -0.802 0.445 0.344 0.576 -0.371
C 1.446 -0.062 -1.200 0.100 -0.251 -0.161 0.342
C 0.305 0.379 -0.290 0.080 -0.737 -0.043 0.188
C 0.238 -0.667 0.870 0.250 0.590 0.270 -0.946
H -3.924 -0.389 0.192 0.151 0.135 -0.110 0.286
H -0.711 -1.197 0.849 0.015 0.033 0.027 0.438
H 3.502 -0.018 -1.277 -0.153 -0.152 -0.148 0.245
H 1.046 -1.391 0.798 -0.039 -0.095 -0.155 0.344
H -0.774 0.092 2.950 -0.035 0.042 -0.110 0.144
H -1.180 -0.304 -1.579 0.258 0.176 -0.368 0.212
H -1.114 1.395 -1.356 -0.040 -0.144 -0.568 0.209
H -2.502 0.211 0.440 -0.154 -0.105 -0.447 0.389
H 2.854 0.766 0.097 -0.285 -0.091 -0.405 0.204
H 0.549 1.353 0.115 -0.050 0.171 0.187 0.423